Record 1
The following is a DFT calculation (wB97M-V/def2-TZVPD) of C4H6ClFOS as an isolated structure in a non-equilibrium geometry.

Energy above the lowest of the compared OMol25 structures with the same formula, charge and spin in kcal per mole: 66.36
HOMO-LUMO gap in eV: 9.638
LUMO energy in eV: 0.22
HOMO energy in eV: -9.4
Net charge: 0

Atoms and positions in Å:
C 1.02 1.35 0.18
C -0.21 0.37 0.10
C 0.16 -1.08 0.15
C -0.28 -0.49 -1.10
H 0.96 2.17 -0.56
H 0.83 1.73 1.28
H 2.04 0.74 -0.01
H -1.16 1.13 2.08
H 1.25 -1.23 0.27
H -1.55 -2.48 0.11
O -0.46 -2.18 0.73
F -1.62 -0.67 -1.58
S -1.73 1.07 0.83
Cl 0.74 -0.43 -2.49

---

Record 2
The following is a DFT calculation (wB97M-V/def2-TZVPD) of a 3-piece molecular cluster, C4H17N2O2 overall in a non-equilibrium geometry.

Energy above the lowest of the compared OMol25 structures with the same formula, charge and spin in kcal per mole: 25.78
HOMO-LUMO gap in eV: 10.985
LUMO energy in eV: -2.73
HOMO energy in eV: -13.7
Net charge: +1

Atoms and positions in Å:
N 0.27 1.09 -2.22
C -0.89 0.21 -2.06
C -1.02 -0.21 -0.57
N 0.29 -0.11 0.11
C 0.21 -0.15 1.66
C 1.12 -1.22 2.23
H 0.03 1.99 -2.62
H 1.00 0.78 -2.86
H 0.67 0.78 -0.19
H -1.74 0.77 -2.44
H -0.72 -0.71 -2.61
H -1.46 -1.20 -0.51
H -1.70 0.49 -0.08
H 0.79 -0.91 -0.19
H -0.80 -0.16 2.05
H 0.52 0.87 1.92
H 2.10 -0.80 2.44
H 0.64 -1.56 3.14
H 1.32 -2.10 1.63
H -3.03 3.48 1.53
H -1.58 3.46 0.92
O -2.27 2.92 1.31
H 2.62 -2.04 -1.12
H 1.77 -3.30 -0.83
O 1.85 -2.36 -0.63

---

Record 3
The following is a DFT calculation (wB97M-V/def2-TZVPD) of C40H45BNO5TeTl as an isolated structure.

Spin multiplicity: 2
Energy above the lowest of the compared OMol25 structures with the same formula, charge and spin in kcal per mole: 26.61
HOMO-LUMO gap (spin up / spin down) in eV: 3.236 / 6.142
<S²>: 0.7722
LUMO energy (spin up / spin down) in eV: 2.02 / 2.02
HOMO energy (spin up / spin down) in eV: -1.2 / -4.1
Net charge: -1

Atoms and positions in Å:
Tl -1.36 0.64 -0.60
C -2.40 -4.10 -0.66
C -2.21 -2.91 -1.56
C -3.26 -2.05 -1.86
C -3.12 -1.04 -2.80
C -1.90 -0.85 -3.44
C -0.82 -1.66 -3.10
C -0.97 -2.68 -2.17
H -3.21 -3.94 0.04
H -1.49 -4.32 -0.10
H -2.64 -4.98 -1.27
H -4.22 -2.20 -1.37
H -3.96 -0.40 -3.04
H -1.80 -0.08 -4.19
H 0.14 -1.50 -3.58
H -0.13 -3.31 -1.91
C -1.23 4.61 0.51
O -0.96 3.34 1.08
C -1.76 3.07 2.22
C -1.16 1.88 2.94
O -1.28 0.72 2.15
C -0.46 -0.38 2.59
H -2.28 4.72 0.25
H -0.63 4.67 -0.40
H -0.94 5.41 1.20
H -2.79 2.85 1.92
H -1.75 3.95 2.89
H -1.67 1.74 3.90
H -0.10 2.08 3.14
H -0.93 -0.83 3.47
H 0.52 0.02 2.86
H 0.58 -1.39 1.14
C 8.20 -2.59 -2.38
C 6.87 -2.02 -1.98
C 5.77 -2.83 -1.72
C 4.53 -2.31 -1.38
C 3.39 -3.26 -1.14
C 4.38 -0.92 -1.27
Te 2.42 -0.09 -0.84
N -0.36 -1.34 1.53
C -0.80 -2.70 1.76
O 0.03 -3.61 1.52
C -2.14 -2.88 2.21
C -2.50 -4.10 2.84
C -3.77 -4.31 3.32
C -4.77 -3.33 3.18
C -4.45 -2.14 2.51
C -3.18 -1.91 2.03
C 3.06 0.49 1.11
C 3.60 -0.50 1.93
C 3.93 -0.24 3.24
C 3.72 1.02 3.77
C 3.19 2.02 2.95
C 2.85 1.77 1.62
C 2.31 2.88 0.76
C 5.47 -0.08 -1.52
C 5.38 1.41 -1.38
C 6.69 -0.64 -1.87
H 8.18 -3.68 -2.37
H 8.99 -2.25 -1.70
H 8.47 -2.25 -3.38
H 5.89 -3.91 -1.79
H 3.74 -4.29 -1.13
H 2.64 -3.17 -1.92
H 2.89 -3.06 -0.19
H -1.73 -4.86 2.95
H -4.02 -5.24 3.82
H -5.77 -3.50 3.55
H -5.21 -1.38 2.37
H -2.97 -1.01 1.46
H 3.78 -1.49 1.51
H 4.35 -1.03 3.86
H 3.96 1.24 4.80
H 3.04 3.01 3.36
H 2.36 3.83 1.28
H 1.27 2.68 0.49
H 2.88 2.95 -0.16
H 4.43 1.78 -1.78
H 6.20 1.90 -1.92
H 5.44 1.70 -0.33
H 7.54 0.01 -2.05
O -3.83 2.22 -2.41
B -3.72 2.01 -0.99
O -4.56 3.02 -0.41
C -5.13 3.74 -1.41
C -6.00 4.81 -1.35
C -6.43 5.36 -2.55
C -6.00 4.86 -3.77
C -5.10 3.79 -3.83
C -4.67 3.25 -2.64
H -6.34 5.20 -0.40
H -7.12 6.19 -2.54
H -6.37 5.29 -4.69
H -4.74 3.40 -4.78

---

Record 4
The following is a DFT calculation (wB97M-V/def2-TZVPD) of C4H4N2O2 as an isolated structure in a non-equilibrium geometry.

Energy above the lowest of the compared OMol25 structures with the same formula, charge and spin in kcal per mole: 152.20
HOMO-LUMO gap in eV: 10.567
LUMO energy in eV: 0.16
HOMO energy in eV: -10.4
Net charge: 0

Atoms and positions in Å:
C -2.59 -0.40 -0.39
C -1.32 -0.21 0.47
C 0.38 0.67 -0.02
C 0.11 -0.68 0.08
H -3.39 0.41 0.07
H -2.38 -0.40 -1.48
H -2.94 -1.50 -0.31
H -1.66 -0.13 1.56
N 1.56 1.02 -0.22
N 1.22 -1.30 0.06
O -0.80 1.22 0.12
O 2.23 -0.30 -0.07

---

Record 5
The following is a DFT calculation (wB97M-V/def2-TZVPD) of C38H45N3OP2Ti as an isolated structure in a non-equilibrium geometry.

Energy above the lowest of the compared OMol25 structures with the same formula, charge and spin in kcal per mole: 16.42
HOMO-LUMO gap in eV: 7.162
LUMO energy in eV: -6.09
HOMO energy in eV: -13.2
Net charge: +2

Atoms and positions in Å:
Ti -0.43 0.40 -0.22
C -1.90 -2.33 -1.21
P -0.19 -1.84 -1.63
C 0.76 -3.20 -0.88
C 0.84 -4.42 -1.55
C 1.48 -5.50 -0.95
C 2.04 -5.37 0.31
C 1.96 -4.16 0.99
C 1.32 -3.08 0.40
C 0.02 -2.11 -3.41
C 1.32 -2.15 -3.93
C 1.53 -2.37 -5.28
C 0.45 -2.55 -6.13
C -0.84 -2.53 -5.62
C -1.06 -2.31 -4.27
C -1.93 -2.12 0.27
C -2.59 -2.79 1.25
C -2.17 -2.23 2.50
C -1.26 -1.27 2.23
C -0.40 -0.47 3.15
P 0.01 1.11 2.36
C 1.45 1.63 3.36
C 1.44 2.74 4.19
C 2.54 3.03 4.99
C 3.66 2.20 4.96
C 3.67 1.08 4.14
C 2.58 0.80 3.34
C -1.31 2.26 2.80
C -2.48 1.85 3.43
C -3.48 2.77 3.71
C -3.32 4.10 3.35
C -2.16 4.52 2.72
C -1.16 3.60 2.43
N -1.08 -1.15 0.84
H -2.63 -1.72 -1.75
H -2.06 -3.38 -1.46
H 0.41 -4.54 -2.54
H 1.53 -6.44 -1.48
H 2.54 -6.21 0.77
H 2.39 -4.06 1.98
H 1.22 -2.16 0.95
H 2.18 -2.05 -3.26
H 2.54 -2.41 -5.67
H 0.61 -2.73 -7.18
H -1.69 -2.69 -6.28
H -2.07 -2.31 -3.88
H -3.28 -3.61 1.10
H -2.48 -2.56 3.48
H -0.87 -0.30 4.11
H 0.54 -0.98 3.34
H 0.57 3.39 4.24
H 2.52 3.89 5.64
H 4.51 2.43 5.59
H 4.53 0.43 4.12
H 2.60 -0.09 2.71
H -2.62 0.82 3.71
H -4.38 2.45 4.21
H -4.10 4.82 3.58
H -2.03 5.56 2.44
H -0.25 3.93 1.94
C -1.60 1.11 -3.19
N -0.51 1.53 -2.28
C -0.68 2.98 -2.05
C 0.77 1.29 -2.98
C 1.93 1.68 -2.10
N 1.77 1.20 -0.69
C 2.29 2.29 0.18
C 2.65 0.02 -0.47
H -2.57 1.30 -2.74
H -1.51 0.05 -3.43
H -1.55 1.68 -4.12
H -0.59 3.51 -3.00
H 0.08 3.36 -1.37
H -1.65 3.20 -1.62
H 0.81 1.89 -3.89
H 0.82 0.25 -3.27
H 2.03 2.76 -2.08
H 2.86 1.29 -2.52
H 3.26 2.64 -0.20
H 2.44 1.94 1.19
H 1.60 3.13 0.20
H 3.70 0.30 -0.58
H 2.42 -0.76 -1.18
H 2.50 -0.36 0.54
C -3.87 0.50 -0.31
C -2.41 0.67 -0.39
O -1.87 1.66 0.13
H -4.37 1.45 -0.14
H -4.03 -0.16 0.55
H -4.27 -0.02 -1.18

---

Record 6
The following is a DFT calculation (wB97M-V/def2-TZVPD) of C2H2N2O2 as an isolated structure in a non-equilibrium geometry.

Energy above the lowest of the compared OMol25 structures with the same formula, charge and spin in kcal per mole: 36.58
HOMO-LUMO gap in eV: 10.918
LUMO energy in eV: 0.57
HOMO energy in eV: -10.3
Net charge: 0

Atoms and positions in Å:
C 0.66 -0.20 -0.07
C -1.31 0.35 -0.03
H 2.34 0.56 0.07
H -2.23 0.95 0.12
N -0.09 0.90 -0.05
N -1.36 -0.96 -0.02
O 2.00 -0.31 -0.01
O -0.02 -1.29 -0.02

---

Record 7
The following is a DFT calculation (wB97M-V/def2-TZVPD) of C10H28MgO6S4 as an isolated structure in a non-equilibrium geometry.

Spin multiplicity: 2
Energy above the lowest of the compared OMol25 structures with the same formula, charge and spin in kcal per mole: 2.72
HOMO-LUMO gap (spin up / spin down) in eV: 1.574 / 6.127
<S²>: 0.7512
LUMO energy (spin up / spin down) in eV: 2.17 / 2.37
HOMO energy (spin up / spin down) in eV: 0.6 / -3.8
Net charge: -1

Atoms and positions in Å:
Mg -0.04 -0.42 0.01
O -1.59 -0.61 -1.14
C -1.63 -1.96 -1.60
C -0.69 -3.00 -0.83
O 0.36 -2.38 -0.09
H -1.37 -1.89 -2.66
H -2.64 -2.37 -1.64
H -0.30 -3.68 -1.59
H -1.20 -3.61 -0.08
C -2.98 2.15 0.08
S -1.20 2.75 0.18
O -0.34 1.50 0.14
C -1.22 3.44 -1.52
H -3.30 1.84 -0.92
H -3.79 2.85 0.32
H -3.00 1.22 0.65
H -2.11 4.08 -1.48
H -1.27 2.61 -2.21
H -0.43 4.15 -1.75
C 0.77 0.98 -3.81
S 1.94 0.10 -2.68
O 1.18 0.17 -1.31
C 1.73 -1.64 -3.22
H 0.80 2.01 -3.45
H -0.21 0.50 -3.90
H 1.14 0.84 -4.82
H 2.38 -1.81 -4.08
H 0.71 -1.97 -3.44
H 1.98 -2.42 -2.51
C -2.72 -2.00 3.67
S -1.18 -0.93 3.47
O -1.11 -0.35 2.03
C -1.51 0.38 4.75
H -3.64 -1.41 3.66
H -2.72 -2.44 4.67
H -2.89 -2.73 2.87
H -0.54 0.75 5.08
H -2.24 0.01 5.47
H -1.86 1.19 4.12
C 3.52 1.80 0.59
S 2.90 0.48 1.70
O 1.59 -0.06 1.19
C 4.15 -0.88 1.30
H 2.85 1.78 -0.27
H 4.51 1.56 0.19
H 3.65 2.78 1.05
H 4.01 -1.47 0.40
H 4.42 -1.54 2.13
H 5.11 -0.35 1.27

---

Record 8
The following is a DFT calculation (wB97M-V/def2-TZVPD) of one molecule with the formula C5H13N in a non-equilibrium geometry.

Energy above the lowest of the compared OMol25 structures with the same formula, charge and spin in kcal per mole: 43.21
HOMO-LUMO gap in eV: 10.057
LUMO energy in eV: 1.11
HOMO energy in eV: -8.9
Net charge: 0

Atoms and positions in Å:
C -1.99 0.13 1.21
C -0.88 0.45 0.23
C -1.22 0.10 -1.13
C 0.42 -0.26 0.77
C 1.56 -0.54 -0.31
N 2.60 0.53 -0.53
H -2.97 0.61 0.89
H -2.12 -0.96 1.14
H -1.88 0.47 2.21
H -0.64 1.52 0.13
H -1.00 -0.96 -1.30
H -2.12 0.59 -1.42
H -0.51 0.61 -1.73
H 0.97 0.31 1.56
H 0.21 -1.38 0.99
H 2.08 -1.53 0.16
H 1.05 -0.78 -1.29
H 2.94 0.95 -1.42
H 3.49 0.12 -0.17

---

Record 9
The following is a DFT calculation (wB97M-V/def2-TZVPD) of one molecule with the formula ClH2NS in a non-equilibrium geometry.

Energy above the lowest of the compared OMol25 structures with the same formula, charge and spin in kcal per mole: 0.00
HOMO-LUMO gap in eV: 9.202
LUMO energy in eV: 0.09
HOMO energy in eV: -9.1
Net charge: 0

Atoms and positions in Å:
N -0.75 0.29 -0.08
S 0.72 -0.62 0.61
Cl 2.19 0.47 -0.30
H -0.75 -0.26 -0.94
H -1.41 0.13 0.70

---

Record 10
The following is a DFT calculation (wB97M-V/def2-TZVPD) of a 5-piece molecular cluster, C47H103ClN4O5S3 overall in a non-equilibrium geometry.

HOMO-LUMO gap in eV: 7.942
LUMO energy in eV: -0.55
HOMO energy in eV: -8.5
Net charge: 0

Atoms and positions in Å:
C 4.60 -1.35 1.42
C 6.01 -0.77 1.76
C 6.45 0.57 1.09
C 5.43 1.72 0.87
C 4.55 2.20 2.08
C 4.73 1.58 3.49
C 6.07 1.83 4.24
O 6.02 1.01 5.44
C 7.32 0.56 5.78
C 4.39 1.48 -0.31
C 4.97 1.41 -1.77
C 5.11 -0.10 -2.18
C 3.82 -0.98 -2.18
C 2.72 -0.66 -3.24
S 1.50 -2.07 -3.16
C 0.68 -1.73 -1.55
S 0.62 -3.02 -0.49
N 0.12 -0.44 -1.28
C 0.43 0.04 0.07
C -0.30 1.40 0.43
C -1.31 -0.35 -1.63
C -2.30 -1.11 -0.68
C 4.01 2.32 -2.63
C 4.08 2.35 -4.19
N 5.05 1.53 -4.89
N 4.37 3.79 -4.58
N 2.75 2.07 -4.81
S 6.67 2.14 -1.96
O 7.63 1.14 -2.52
O 6.69 3.33 -2.86
O 7.32 2.64 -0.52
C 6.29 3.01 0.44
Cl 7.30 3.66 1.83
O 5.51 3.99 -0.20
C 5.46 5.28 0.41
C 4.41 6.10 -0.45
H 4.49 -1.79 0.40
H 3.82 -0.58 1.65
H 4.39 -2.18 2.14
H 6.76 -1.55 1.48
H 6.11 -0.68 2.87
H 7.31 0.95 1.71
H 6.95 0.28 0.13
H 4.63 3.32 2.21
H 3.46 2.06 1.83
H 3.93 2.03 4.14
H 4.51 0.48 3.56
H 6.07 2.90 4.58
H 6.99 1.55 3.70
H 7.29 -0.20 6.60
H 7.84 0.04 4.92
H 7.94 1.44 6.07
H 3.71 2.36 -0.25
H 3.70 0.63 -0.07
H 5.80 -0.57 -1.42
H 5.63 -0.27 -3.14
H 3.30 -1.07 -1.19
H 4.16 -2.02 -2.40
H 3.07 -0.61 -4.29
H 2.12 0.25 -3.05
H 0.15 -0.67 0.89
H 1.52 0.23 0.22
H -1.30 1.11 0.83
H 0.20 1.94 1.27
H -0.48 2.05 -0.45
H -1.40 -0.83 -2.64
H -1.66 0.70 -1.79
H -1.93 -1.26 0.36
H -2.54 -2.11 -1.11
H -3.24 -0.51 -0.59
H 2.96 2.05 -2.32
H 4.14 3.36 -2.26
H 6.02 1.69 -4.63
H 4.81 0.55 -4.95
H 5.34 3.78 -4.92
H 3.84 3.99 -5.42
H 2.18 2.89 -4.59
H 2.91 2.05 -5.82
H 6.41 5.86 0.32
H 5.05 5.29 1.45
H 4.21 7.08 0.02
H 3.45 5.52 -0.42
H 4.77 6.19 -1.50
C -4.40 7.00 2.07
C -4.84 6.36 0.76
C -4.66 4.84 0.74
C -3.22 4.36 0.89
C -2.26 4.89 -0.18
C -2.62 4.44 -1.59
H -3.34 6.83 2.26
H -4.56 8.08 2.04
H -4.97 6.59 2.91
H -4.30 6.82 -0.07
H -5.90 6.59 0.60
H -5.09 4.45 -0.18
H -5.26 4.40 1.55
H -3.21 3.26 0.85
H -2.84 4.62 1.88
H -1.25 4.52 0.05
H -2.20 5.98 -0.14
H -2.63 3.35 -1.66
H -1.90 4.83 -2.31
H -3.61 4.81 -1.88
C -7.65 2.17 0.67
C -7.57 2.51 -0.82
C -8.08 3.92 -1.13
C -9.55 4.17 -0.80
C -10.53 3.23 -1.49
C -10.50 3.35 -3.01
H -8.68 2.19 1.03
H -7.27 1.16 0.84
H -7.06 2.87 1.26
H -8.13 1.77 -1.40
H -6.53 2.43 -1.14
H -7.90 4.13 -2.19
H -7.47 4.65 -0.57
H -9.80 5.20 -1.07
H -9.70 4.10 0.28
H -11.54 3.46 -1.15
H -10.34 2.19 -1.20
H -10.74 4.36 -3.33
H -11.23 2.67 -3.47
H -9.52 3.09 -3.42
C -0.53 -3.20 3.46
C -0.89 -4.40 2.59
C -2.28 -4.27 1.96
C -3.44 -4.20 2.95
C -3.54 -5.38 3.91
C -3.79 -6.71 3.19
H -1.22 -3.08 4.29
H 0.48 -3.32 3.87
H -0.53 -2.28 2.87
H -0.83 -5.32 3.18
H -0.15 -4.49 1.79
H -2.43 -5.11 1.27
H -2.30 -3.37 1.33
H -4.38 -4.12 2.39
H -3.37 -3.27 3.54
H -4.37 -5.20 4.60
H -2.64 -5.46 4.52
H -4.72 -6.67 2.62
H -3.88 -7.52 3.92
H -2.98 -6.96 2.51
C -0.07 -11.19 -0.75
C -0.72 -10.35 -1.84
C -0.09 -8.96 -1.99
C -0.19 -8.07 -0.75
C -1.61 -7.81 -0.26
C -2.47 -7.07 -1.28
H -0.16 -10.73 0.23
H -0.54 -12.17 -0.70
H 0.99 -11.34 -0.97
H -1.80 -10.25 -1.64
H -0.64 -10.87 -2.79
H -0.54 -8.46 -2.84
H 0.97 -9.09 -2.24
H 0.29 -7.11 -0.97
H 0.39 -8.51 0.07
H -1.57 -7.21 0.65
H -2.10 -8.74 0.02
H -2.02 -6.10 -1.54
H -3.47 -6.89 -0.88
H -2.58 -7.64 -2.21

---

Record 11
The following is a DFT calculation (wB97M-V/def2-TZVPD) of one molecule with the formula C2H4N4O in a non-equilibrium geometry.

Energy above the lowest of the compared OMol25 structures with the same formula, charge and spin in kcal per mole: 73.18
HOMO-LUMO gap in eV: 9.360
LUMO energy in eV: 0.78
HOMO energy in eV: -8.6
Net charge: 0

Atoms and positions in Å:
O 0.32 2.14 0.97
N -0.75 1.33 0.53
C -0.36 0.16 -0.13
C 0.77 -0.62 -0.03
N 0.45 -1.71 -0.72
N -0.78 -1.65 -1.21
N -1.27 -0.53 -0.87
H 0.36 2.04 1.94
H -1.35 1.90 -0.09
H 1.69 -0.49 0.50
H 0.92 -2.57 -0.89

---

Record 12
The following is a DFT calculation (wB97M-V/def2-TZVPD) of C3H2LiO2Tm as an isolated structure in a non-equilibrium geometry.

Spin multiplicity: 4
Energy above the lowest of the compared OMol25 structures with the same formula, charge and spin in kcal per mole: 0.00
HOMO-LUMO gap (spin up / spin down) in eV: 8.261 / 6.956
<S²>: 3.7580
LUMO energy (spin up / spin down) in eV: -13.84 / -15.64
HOMO energy (spin up / spin down) in eV: -22.1 / -22.6
Net charge: +3

Atoms and positions in Å:
C 0.92 1.09 -0.54
C 0.38 0.28 -1.39
H 1.66 1.74 -1.03
H 0.28 0.16 -2.47
O -0.56 -0.91 -0.91
C -1.06 -1.06 0.21
O -0.78 -0.59 1.33
Li 0.63 1.08 1.47
Tm -1.48 -1.80 3.33